Formula: C8H20CoN4S5Sb
Source: the Open Molecules 2025 dataset
Level of theory: ωB97M-V with the def2-TZVPD basis set

```
39
Properties=species:S:1:pos:R:3:mulliken_spin:R:1
Co 0.59 -0.05 0.10 2.18
S -0.79 -3.07 -2.38 0.01
Sb 1.39 -2.53 -1.96 0.02
S 1.32 -0.03 -1.92 -0.14
S 1.29 -2.02 0.46 -0.14
C 2.73 2.43 1.56 0.00
N 1.44 2.93 2.02 0.00
C 0.41 2.14 2.35 0.00
S 0.52 0.45 2.50 0.03
N -0.75 2.74 2.67 0.00
C -1.06 4.12 2.38 0.00
H 3.37 3.27 1.30 0.00
H 2.61 1.80 0.67 0.00
H 3.20 1.83 2.33 0.00
H 1.23 3.89 1.78 0.00
H -1.51 2.10 2.82 0.00
H -0.40 4.80 2.92 0.00
H -2.08 4.32 2.69 0.00
H -0.99 4.33 1.30 0.00
C -1.94 2.70 -5.03 0.00
C -1.36 1.52 -4.26 0.00
N -1.28 1.80 -2.83 0.00
C -1.82 1.14 -1.81 0.01
S -1.17 1.43 -0.23 0.03
N -2.93 0.42 -1.90 0.00
C -3.92 0.34 -2.97 0.00
C -3.89 -0.96 -3.77 0.00
H -1.91 2.50 -6.10 0.00
H -1.37 3.60 -4.83 0.00
H -2.98 2.89 -4.74 0.00
H -0.35 1.31 -4.60 0.00
H -1.94 0.61 -4.43 0.00
H -0.47 2.32 -2.56 0.00
H -3.13 -0.12 -1.07 0.00
H -3.77 1.20 -3.63 0.00
H -4.89 0.45 -2.50 0.00
H -2.89 -1.15 -4.17 0.00
H -4.61 -0.91 -4.58 0.00
H -4.13 -1.80 -3.12 0.00
```

Charge: 0
Frontier orbital gap (spin up / spin down) in eV: 5.284 / 6.615
LUMO (spin up / spin down) in eV: -1.3 / 0.0
E_HOMO (spin up / spin down) in eV: -6.59 / -6.58
Energy relative to the best compared isomer or geometry (same formula, charge and spin) in kcal/mol: 2.7
Spin multiplicity: 3
<S²>: 2.246

---

Formula: C8H20CoO4
Source: the Open Molecules 2025 dataset
Level of theory: ωB97M-V with the def2-TZVPD basis set

```
33
Properties=species:S:1:pos:R:3:mulliken_spin:R:1
Co 0.32 0.52 0.27 2.95
C 2.00 -2.10 2.69 0.01
C 0.72 -1.27 2.64 -0.01
O 1.03 0.04 2.27 0.32
H 2.85 -1.65 3.20 0.00
H 2.29 -2.33 1.67 0.00
H 1.97 -3.05 3.24 0.00
H 0.15 -1.34 3.56 0.01
H 0.26 -1.77 1.78 0.00
C -3.58 -1.42 0.65 0.00
C -3.13 -0.15 -0.17 0.00
O -1.75 0.02 0.03 0.12
H -3.14 -2.36 0.32 0.00
H -4.67 -1.43 0.55 0.00
H -3.39 -1.35 1.72 0.00
H -3.73 0.73 0.04 0.00
H -3.31 -0.45 -1.21 0.00
C -0.32 3.10 -1.47 0.00
C -0.12 3.40 0.03 0.00
O 0.66 2.55 0.81 0.25
H -0.70 2.08 -1.41 0.00
H 0.59 3.21 -2.06 0.00
H -1.02 3.78 -1.95 0.00
H -1.13 3.55 0.41 0.00
H 0.34 4.39 0.06 0.01
C 2.45 -1.46 -2.44 0.02
C 1.81 -0.18 -2.03 -0.01
O 2.18 0.19 -0.74 0.30
H 3.51 -1.71 -2.43 0.00
H 2.11 -1.59 -3.47 0.00
H 2.06 -2.32 -1.88 0.00
H 0.73 -0.33 -2.01 0.00
H 1.94 0.70 -2.65 0.01
```

Charge: -1
Frontier orbital gap (spin up / spin down) in eV: 8.746 / 6.392
LUMO (spin up / spin down) in eV: 3.5 / 1.6
E_HOMO (spin up / spin down) in eV: -5.28 / -4.82
Spin multiplicity: 5
<S²>: 6.019

---

Formula: C8H20F2HgNO10S2
Source: the Open Molecules 2025 dataset
Level of theory: ωB97M-V with the def2-TZVPD basis set

```
44
Properties=species:S:1:pos:R:3:mulliken_charge:R:1
Hg -1.27 0.12 -0.68 2.27
O -2.46 1.44 0.52 -0.82
C -3.78 1.08 0.65 -0.46
C -3.95 -0.45 0.51 -0.50
O -3.30 -1.03 -0.57 -0.91
H -4.47 1.65 0.00 0.28
H -4.17 1.28 1.68 0.21
H -5.04 -0.68 0.44 0.30
H -3.54 -0.89 1.43 0.09
O -0.77 2.13 -1.85 -0.86
C -0.60 1.79 -3.19 -0.29
C -1.30 0.48 -3.68 -0.63
O -1.21 -0.69 -2.94 -0.76
H 0.50 1.61 -3.35 -0.07
H -0.90 2.58 -3.89 0.29
H -1.06 0.29 -4.75 0.30
H -2.38 0.75 -3.63 0.22
N -0.25 1.59 3.54 -0.33
S 0.03 0.11 3.04 1.01
O 1.25 -0.57 3.36 -0.65
O -0.39 -0.04 1.67 -0.76
F -1.13 -0.69 3.81 -0.30
S 0.63 1.63 4.94 1.07
O 1.97 2.09 4.70 -0.63
O 0.39 0.60 5.92 -0.60
F -0.07 2.95 5.54 -0.29
C 3.55 0.39 -2.09 -0.97
C 2.85 1.08 -0.89 -0.47
O 1.46 0.84 -0.94 -0.05
H 3.68 -0.66 -1.87 0.16
H 4.51 0.90 -2.27 0.39
H 2.96 0.53 -2.99 0.26
H 3.01 2.16 -0.98 0.33
H 3.30 0.74 0.04 0.29
H 1.06 1.39 -1.64 0.00
C 2.04 -3.16 0.33 -0.94
C 0.51 -3.00 0.19 -0.40
O 0.15 -1.89 -0.61 -0.25
H 2.49 -2.51 1.08 0.19
H 2.50 -2.89 -0.62 0.21
H 2.24 -4.21 0.55 0.39
H 0.10 -2.92 1.19 0.26
H 0.17 -3.92 -0.31 0.30
H 0.70 -1.98 -1.40 0.10
```

Charge: -3
Frontier orbital gap in eV: 3.923
LUMO in eV: 6.5
E_HOMO in eV: 2.62

---

Formula: C8H20FN4O4Pt
Source: the Open Molecules 2025 dataset
Level of theory: ωB97M-V with the def2-TZVPD basis set

```
38
Properties=species:S:1:pos:R:3:mulliken_spin:R:1
Pt -3.00 -1.04 0.81 0.88
F -1.51 -0.52 -0.64 0.07
O 3.60 -0.21 1.88 0.00
C 2.63 -0.73 1.44 0.00
N 2.39 -1.99 1.73 0.00
C 1.86 0.07 0.46 0.00
H 1.96 -2.40 0.91 0.00
H 2.98 -2.60 2.28 0.00
H 1.34 -0.54 -0.28 0.00
H 2.38 0.87 -0.07 0.00
H 1.07 0.65 0.95 0.00
O 0.42 3.29 -0.02 0.01
C -0.59 3.36 0.68 0.00
N -1.57 2.41 0.49 0.00
C -0.89 4.41 1.70 0.00
H -2.52 2.36 0.81 0.00
H -1.26 1.68 -0.13 0.00
H -1.10 3.88 2.62 0.00
H -1.72 5.04 1.36 0.00
H 0.00 5.04 1.73 0.00
O -1.49 -2.38 1.52 0.04
C -0.76 -3.20 1.16 0.00
N -0.13 -3.28 -0.02 0.00
C -0.46 -4.39 2.10 0.01
H 0.55 -4.00 -0.21 0.00
H -0.41 -2.67 -0.78 0.00
H -1.32 -4.55 2.74 0.00
H 0.38 -4.25 2.78 0.00
H -0.25 -5.30 1.54 0.00
O 0.44 2.87 -3.51 0.85
C 0.06 1.73 -3.22 -0.05
N -0.13 1.34 -2.00 0.08
C -0.50 0.77 -4.27 0.10
H -0.71 0.56 -1.72 0.00
H 0.10 2.02 -1.29 0.00
H -1.02 -0.05 -3.78 0.01
H 0.40 0.54 -4.84 0.00
H -1.27 1.19 -4.91 0.00
```

Charge: +1
Frontier orbital gap (spin up / spin down) in eV: 7.341 / 3.723
LUMO (spin up / spin down) in eV: -4.2 / -7.9
E_HOMO (spin up / spin down) in eV: -11.59 / -11.59
Spin multiplicity: 3
<S²>: 2.026

---

Formula: C8H20N2O3
Source: the Open Molecules 2025 dataset
Level of theory: ωB97M-V with the def2-TZVPD basis set

```
33
Properties=species:S:1:pos:R:3:mulliken_spin:R:1
C 0.87 2.15 -3.60 0.10
C 0.19 -0.66 2.47 0.00
C 2.12 -1.58 1.29 0.00
C -2.16 -1.81 0.56 0.00
C -4.24 -0.54 0.00 0.00
C 2.32 2.11 -3.40 0.77
C 1.29 -0.20 1.44 0.00
C -3.28 -0.78 0.85 0.00
N 1.60 1.08 -0.48 0.01
N 0.66 0.28 0.23 0.00
O 3.03 3.09 -3.30 0.96
O 2.10 0.83 2.00 0.00
O -3.24 -0.29 2.07 0.00
H 0.51 3.15 -3.70 0.00
H 0.66 1.62 -4.52 0.04
H 0.33 1.57 -2.69 0.05
H -0.26 -1.61 2.25 0.00
H -0.51 0.08 2.70 0.00
H 0.69 -0.80 3.39 0.00
H 2.84 -1.58 0.48 0.00
H 2.66 -1.62 2.20 0.00
H 1.49 -2.34 1.16 0.00
H -1.78 -1.91 1.57 0.00
H -1.38 -1.28 0.02 0.00
H -2.36 -2.73 0.18 0.00
H -4.08 -0.87 -1.09 0.00
H 2.10 0.57 -1.12 0.00
H -5.22 -0.05 0.24 0.00
H 2.74 1.11 -3.19 0.06
H 1.07 1.82 -0.97 0.00
H 0.62 -0.56 -0.39 0.00
H 2.52 1.31 1.22 0.00
H -3.90 0.41 2.11 0.00
```

Charge: 0
Frontier orbital gap (spin up / spin down) in eV: 7.034 / 6.101
LUMO (spin up / spin down) in eV: 0.6 / -2.6
E_HOMO (spin up / spin down) in eV: -6.45 / -8.71
Energy relative to the best compared isomer or geometry (same formula, charge and spin) in kcal/mol: 16.9
Spin multiplicity: 3
<S²>: 2.006

---

Formula: C8H20N4O16S2
Source: the Open Molecules 2025 dataset
Level of theory: ωB97M-V with the def2-TZVPD basis set

```
50
Properties=species:S:1:pos:R:3:mulliken_spin:R:1
C 0.90 1.96 4.66 0.00
N 1.76 2.31 5.84 0.00
O 2.81 2.88 5.74 0.00
O 1.35 1.87 6.94 0.00
H 1.45 1.20 4.11 0.00
H 0.93 2.86 4.05 0.00
H -0.07 1.49 4.86 0.00
C 0.66 -3.33 -3.63 0.02
N 0.68 -1.96 -3.04 0.50
O 1.52 -1.15 -3.49 0.23
O 0.00 -1.72 -2.02 0.23
H 0.13 -4.03 -2.98 -0.01
H 1.65 -3.72 -3.89 -0.01
H 0.18 -3.29 -4.60 0.02
C -4.94 -2.12 1.51 0.00
N -3.96 -1.30 2.39 0.00
O -3.02 -0.77 1.82 0.00
O -4.30 -1.12 3.53 0.00
H -5.49 -2.75 2.20 0.00
H -4.38 -2.78 0.85 0.00
H -5.62 -1.46 0.97 0.00
C 2.68 -3.62 3.55 0.01
N 2.23 -2.26 4.03 0.00
O 2.54 -1.27 3.35 0.00
O 1.67 -2.13 5.12 0.00
H 2.65 -3.58 2.46 0.00
H 2.03 -4.40 3.92 0.00
H 3.76 -3.76 3.62 0.00
C -0.87 1.91 -4.30 -0.08
C -0.88 2.27 -5.77 0.00
O -0.50 3.60 -5.85 0.00
S 0.39 4.07 -4.60 0.00
O -0.33 5.00 -3.72 0.00
O 1.72 4.34 -5.05 0.00
O 0.32 2.54 -3.96 0.00
H -0.64 0.86 -4.12 0.07
H -1.75 2.31 -3.80 0.00
H -1.89 2.03 -6.09 0.00
H -0.16 1.66 -6.31 0.00
C 0.75 -0.21 0.71 -0.05
C 1.58 0.77 -0.11 0.00
O 0.60 1.63 -0.69 -0.01
S -0.91 1.36 -0.21 0.00
O -1.91 1.37 -1.32 0.00
O -1.15 2.23 0.91 0.00
O -0.56 -0.23 0.23 0.00
H 0.89 -0.05 1.78 0.00
H 1.15 -1.23 0.79 0.05
H 2.18 0.34 -0.92 0.01
H 2.17 1.39 0.56 0.00
```

Charge: -1
Frontier orbital gap (spin up / spin down) in eV: 2.562 / 5.934
LUMO (spin up / spin down) in eV: 1.4 / 1.4
E_HOMO (spin up / spin down) in eV: -1.13 / -4.50
Spin multiplicity: 2
<S²>: 0.754